Entry 1:
Entry from OMol25: C45H33AgBrF9N4O3PS as an isolated structure in a non-equilibrium geometry (ωB97M-V/def2-TZVPD).

Spin multiplicity   1
E_LUMO   1.45 eV
Orbital gap   5.81 eV
Total charge   -1

Cartesian coordinates (Å):
Ag: 5.370 -17.260 14.158
C: 10.931 -18.733 12.338
C: 10.009 -17.820 11.814
C: 9.151 -17.140 12.686
C: 9.189 -17.413 14.070
C: 10.184 -18.283 14.609
C: 10.936 -19.032 13.698
N: 8.112 -16.950 14.857
N: 8.113 -17.303 16.072
C: 6.973 -17.070 16.847
C: 7.183 -16.988 18.237
C: 6.172 -16.553 19.083
C: 4.984 -16.062 18.501
C: 4.814 -16.135 17.092
C: 5.718 -16.754 16.257
H: 11.654 -19.235 11.710
H: 10.021 -17.551 10.780
H: 8.304 -16.568 12.312
H: 10.248 -18.473 15.680
H: 11.547 -19.846 14.077
H: 8.183 -17.203 18.618
H: 6.348 -16.615 20.157
H: 4.219 -15.586 19.104
H: 3.916 -15.651 16.623
F: -1.516 -21.961 14.218
C: -0.775 -21.637 13.035
F: -1.462 -20.575 12.395
F: -0.963 -22.732 12.228
C: 0.653 -21.261 13.313
C: 1.498 -22.098 14.023
C: 2.807 -21.698 14.378
C: 3.276 -20.471 13.956
C: 2.468 -19.607 13.205
C: 1.158 -19.995 12.914
P: 4.985 -19.969 14.323
C: 6.032 -21.128 13.421
C: 6.660 -20.674 12.232
C: 7.340 -21.567 11.417
C: 7.409 -22.952 11.759
C: 6.793 -23.385 12.912
C: 6.137 -22.489 13.757
C: 8.185 -23.858 10.806
F: 8.041 -25.225 11.006
F: 9.545 -23.656 10.897
F: 7.849 -23.618 9.476
C: 5.157 -20.503 16.056
C: 6.402 -20.905 16.536
C: 6.588 -21.361 17.839
C: 5.494 -21.371 18.717
C: 4.226 -20.900 18.267
C: 4.063 -20.496 16.943
C: 5.725 -21.637 20.190
F: 7.047 -21.983 20.506
F: 4.932 -22.624 20.736
F: 5.427 -20.470 20.890
H: 1.183 -23.085 14.283
H: 3.404 -22.282 15.050
H: 2.897 -18.649 12.919
H: 0.500 -19.330 12.398
H: 6.603 -19.610 11.960
H: 7.885 -21.245 10.523
H: 6.748 -24.416 13.193
H: 5.711 -22.791 14.695
H: 7.280 -20.936 15.883
H: 7.576 -21.703 18.127
H: 3.424 -20.859 18.973
H: 3.046 -20.231 16.618
Br: 6.652 -8.890 14.303
C: 7.233 -10.491 13.555
C: 8.344 -10.516 12.693
N: 8.741 -11.693 12.162
C: 8.097 -12.824 12.350
C: 6.919 -12.873 13.167
C: 6.518 -11.671 13.794
C: 6.120 -14.113 13.280
O: 6.354 -15.158 12.573
O: 5.138 -14.052 14.108
H: 8.894 -9.621 12.413
H: 8.486 -13.693 11.801
H: 5.613 -11.638 14.417
S: 2.183 -13.658 12.898
C: 1.243 -14.370 14.164
C: 1.628 -15.655 14.371
N: 2.489 -16.158 13.471
C: 2.985 -15.197 12.728
H: 0.545 -13.769 14.705
H: 1.238 -16.282 15.149
H: 3.809 -15.346 12.041
C: 5.678 -16.904 8.931
C: 4.967 -17.681 10.046
C: 3.794 -18.588 9.619
O: 5.351 -17.575 11.204
H: 6.489 -17.506 8.525
H: 6.128 -15.980 9.342
H: 4.989 -16.694 8.121
H: 3.981 -19.084 8.645
H: 2.893 -18.044 9.406
H: 3.613 -19.339 10.367

Charges in e, computed with Mulliken, in the same order as the atoms:
1. Ag 1.110
2. C -0.513
3. C -0.781
4. C 0.234
5. C -0.291
6. C -0.496
7. C -0.542
8. N 0.277
9. N -0.434
10. C 1.010
11. C -0.474
12. C -0.587
13. C -0.517
14. C 0.069
15. C -0.746
16. H 0.378
17. H 0.465
18. H 0.600
19. H 0.448
20. H 0.385
21. H 0.391
22. H 0.359
23. H 0.414
24. H 0.146
25. F -0.269
26. C 0.751
27. F -0.280
28. F -0.247
29. C 0.204
30. C -1.239
31. C 0.039
32. C 0.094
33. C -0.625
34. C -0.716
35. P 0.720
36. C 0.157
37. C -0.368
38. C -0.861
39. C 0.289
40. C -1.126
41. C 0.118
42. C 0.766
43. F -0.289
44. F -0.247
45. F -0.261
46. C 0.230
47. C -0.458
48. C -0.839
49. C 0.215
50. C -1.110
51. C -0.607
52. C 0.709
53. F -0.293
54. F -0.265
55. F -0.241
56. H 0.443
57. H 0.427
58. H 0.562
59. H 0.564
60. H 0.379
61. H 0.407
62. H 0.473
63. H 0.363
64. H 0.519
65. H 0.462
66. H 0.445
67. H 0.533
68. Br -0.214
69. C 0.090
70. C -0.239
71. N -0.648
72. C -0.199
73. C 0.120
74. C -0.197
75. C -0.061
76. O -0.504
77. O -0.640
78. H 0.376
79. H 0.526
80. H 0.471
81. S -0.134
82. C -0.263
83. C -0.861
84. N 0.188
85. C -0.449
86. H 0.432
87. H 0.458
88. H 0.433
89. C -1.313
90. C 0.728
91. C -1.211
92. O -0.223
93. H 0.336
94. H 0.214
95. H 0.404
96. H 0.369
97. H 0.386
98. H 0.191

***

Entry 2:
Entry from OMol25: C45H35BrN3O2P2RuS3 as an isolated structure in a non-equilibrium geometry (ωB97M-V/def2-TZVPD).

Spin multiplicity   2
E_LUMO (alpha / beta)   -1.09 / -1.63 eV
Orbital gap (alpha / beta)   5.14 / 4.59 eV
Total charge   0

Cartesian coordinates (Å):
Ru: 0.380 -1.786 -1.132
C: -0.277 -2.770 2.453
P: 1.557 -2.495 2.629
C: 1.861 -2.014 0.894
C: 2.031 -3.109 0.023
C: 2.518 -2.914 -1.275
C: 2.772 -1.632 -1.760
C: 2.482 -0.528 -0.939
C: 2.035 -0.716 0.373
C: 1.831 -0.987 3.586
C: 3.018 -0.966 4.322
C: 3.369 0.159 5.050
C: 2.537 1.271 5.040
C: 1.351 1.252 4.321
C: 0.991 0.121 3.605
C: -1.166 -1.915 1.601
C: -2.401 -1.501 2.038
C: -3.126 -0.992 0.932
C: -2.298 -1.124 -0.145
C: -2.528 -0.809 -1.594
P: -0.924 -0.200 -2.196
C: -0.753 1.583 -2.081
C: -1.836 2.356 -2.499
C: -1.740 3.734 -2.477
C: -0.562 4.342 -2.060
C: 0.522 3.572 -1.676
C: 0.423 2.190 -1.678
C: -0.911 -0.447 -4.000
C: -2.080 -0.738 -4.695
C: -2.056 -0.874 -6.077
C: -0.867 -0.713 -6.770
C: 0.301 -0.417 -6.079
C: 0.277 -0.285 -4.704
N: -1.075 -1.675 0.233
H: -0.658 -2.701 3.476
H: -0.380 -3.826 2.177
H: 1.850 -4.113 0.385
H: 2.687 -3.773 -1.911
H: 3.120 -1.507 -2.774
H: 2.632 0.478 -1.306
H: 1.830 0.144 1.002
H: 3.666 -1.835 4.322
H: 4.286 0.165 5.625
H: 2.813 2.159 5.595
H: 0.695 2.114 4.291
H: 0.060 0.136 3.052
H: -2.746 -1.590 3.055
H: -4.123 -0.586 0.926
H: -3.382 -0.147 -1.734
H: -2.689 -1.729 -2.166
H: -2.754 1.892 -2.839
H: -2.587 4.336 -2.777
H: -0.498 5.421 -2.020
H: 1.433 4.047 -1.337
H: 1.252 1.591 -1.328
H: -3.016 -0.867 -4.168
H: -2.971 -1.100 -6.609
H: -0.850 -0.813 -7.847
H: 1.231 -0.290 -6.617
H: 1.195 -0.058 -4.173
Br: -0.200 -6.327 -0.653
C: 0.074 -6.284 -2.526
C: 0.297 -7.501 -3.156
C: 0.511 -7.540 -4.521
C: 0.516 -6.365 -5.265
C: 0.317 -5.156 -4.631
C: 0.088 -5.098 -3.255
C: -0.063 -3.748 -2.661
O: -0.703 -3.445 -1.597
O: 0.552 -2.806 -3.227
H: 0.301 -8.408 -2.570
H: 0.679 -8.493 -5.004
H: 0.679 -6.395 -6.334
H: 0.333 -4.227 -5.184
S: -2.582 7.058 2.612
C: -1.894 5.545 2.542
S: -2.195 4.447 1.222
C: -1.189 3.221 1.972
N: -0.682 3.622 3.096
N: -1.067 4.911 3.404
C: -0.601 5.390 4.658
C: -0.288 6.731 4.854
C: 0.177 7.148 6.091
C: 0.341 6.246 7.130
C: 0.039 4.908 6.922
C: -0.430 4.476 5.695
S: -0.963 1.733 1.189
H: -0.406 7.433 4.046
H: 0.413 8.195 6.237
H: 0.701 6.581 8.094
H: 0.164 4.190 7.723
H: -0.672 3.437 5.529

Charges in e, computed with Mulliken, in the same order as the atoms:
1. Ru 0.445
2. C -1.196
3. P -0.242
4. C 0.543
5. C -0.672
6. C -1.115
7. C -0.592
8. C -0.527
9. C 0.302
10. C 0.439
11. C -0.900
12. C -0.518
13. C -0.685
14. C -0.258
15. C -0.043
16. C -0.126
17. C -0.731
18. C -1.562
19. C -0.605
20. C -1.082
21. P 1.449
22. C 1.071
23. C -0.706
24. C -0.769
25. C -0.608
26. C -0.463
27. C 0.015
28. C 0.852
29. C -0.431
30. C -0.772
31. C -0.594
32. C -0.718
33. C -0.433
34. N 1.684
35. H 0.608
36. H 0.329
37. H 0.674
38. H 0.402
39. H 0.394
40. H 0.861
41. H 0.327
42. H 0.366
43. H 0.391
44. H 0.457
45. H 0.669
46. H 0.219
47. H 0.487
48. H 0.473
49. H 0.593
50. H 0.533
51. H 0.325
52. H 0.412
53. H 0.409
54. H 0.437
55. H -0.229
56. H 0.381
57. H 0.437
58. H 0.406
59. H 0.436
60. H 0.352
61. Br -0.150
62. C 0.114
63. C -0.616
64. C -0.527
65. C -0.702
66. C -0.454
67. C 0.403
68. C 0.889
69. O -0.703
70. O -0.431
71. H 0.431
72. H 0.384
73. H 0.410
74. H 0.497
75. S -0.383
76. C 0.151
77. S -0.121
78. C -0.220
79. N -0.561
80. N 0.244
81. C 0.426
82. C -0.517
83. C -0.623
84. C -0.419
85. C -0.802
86. C -0.120
87. S -0.174
88. H 0.338
89. H 0.357
90. H 0.385
91. H 0.377
92. H 0.515

***

Entry 3:
Entry from OMol25: C45H36ClCuFO4P2 as an isolated structure (ωB97M-V/def2-TZVPD).

Spin multiplicity   1
E_LUMO   2.54 eV
Orbital gap   7.22 eV
Total charge   -1

Cartesian coordinates (Å):
Cu: -0.100 0.089 -0.771
O: 0.516 -0.699 3.213
C: 0.558 -2.070 3.167
C: 1.184 -2.812 4.168
C: 1.102 -4.194 4.158
C: 0.397 -4.848 3.160
C: -0.167 -4.096 2.143
C: -0.076 -2.704 2.094
P: -0.692 -1.807 0.571
C: -0.150 -3.048 -0.682
C: -0.890 -4.136 -1.133
C: -0.362 -5.014 -2.072
C: 0.920 -4.814 -2.565
C: 1.667 -3.729 -2.121
C: 1.132 -2.848 -1.195
C: -2.499 -2.094 0.742
C: -3.087 -2.000 2.002
C: -4.464 -2.072 2.156
C: -5.281 -2.243 1.046
C: -4.708 -2.332 -0.216
C: -3.329 -2.248 -0.366
C: 1.504 -0.008 3.916
C: 1.436 0.073 5.300
C: 2.412 0.784 5.982
C: 3.431 1.411 5.273
C: 3.442 1.354 3.887
C: 2.470 0.656 3.168
P: 2.191 0.708 1.305
C: 3.916 1.017 0.759
C: 4.211 1.915 -0.262
C: 5.507 2.037 -0.748
C: 6.530 1.251 -0.234
C: 6.243 0.329 0.766
C: 4.947 0.213 1.252
C: 1.431 2.387 1.397
C: 2.142 3.566 1.603
C: 1.485 4.786 1.707
C: 0.100 4.844 1.621
C: -0.620 3.673 1.430
C: 0.042 2.459 1.316
H: 1.729 -2.314 4.954
H: 1.588 -4.757 4.947
H: 0.312 -5.926 3.154
H: -0.669 -4.612 1.336
H: -1.891 -4.308 -0.754
H: -0.955 -5.852 -2.418
H: 1.332 -5.493 -3.302
H: 2.660 -3.552 -2.513
H: 1.705 -1.978 -0.886
H: -2.463 -1.872 2.879
H: -4.896 -1.995 3.146
H: -6.356 -2.301 1.164
H: -5.335 -2.458 -1.090
H: -2.895 -2.303 -1.357
H: 0.623 -0.407 5.828
H: 2.371 0.853 7.062
H: 4.200 1.963 5.799
H: 4.220 1.876 3.340
H: 3.404 2.488 -0.702
H: 5.713 2.743 -1.544
H: 7.538 1.344 -0.620
H: 7.027 -0.302 1.166
H: 4.737 -0.510 2.033
H: 3.223 3.538 1.678
H: 2.059 5.694 1.855
H: -0.414 5.795 1.698
H: -1.700 3.701 1.353
H: -0.530 1.552 1.147
F: 1.540 1.145 -1.001
C: -2.251 2.249 -6.958
C: -2.908 2.822 -5.735
C: -3.333 4.139 -5.689
C: -3.927 4.648 -4.544
Cl: -4.464 6.319 -4.524
C: -4.091 3.862 -3.426
C: -3.669 2.535 -3.448
C: -3.095 2.021 -4.602
O: -2.688 0.728 -4.757
C: -2.891 -0.220 -3.703
C: -1.811 -0.199 -2.617
O: -2.073 0.422 -1.545
O: -0.754 -0.823 -2.825
H: -2.170 3.007 -7.738
H: -2.816 1.401 -7.350
H: -1.253 1.872 -6.728
H: -3.199 4.778 -6.553
H: -4.528 4.277 -2.528
H: -3.731 1.934 -2.553
H: -2.840 -1.184 -4.203
H: -3.881 -0.078 -3.263

Charges in e, computed with Mulliken, in the same order as the atoms:
1. Cu 0.165
2. O -0.253
3. C 1.301
4. C -0.836
5. C -0.813
6. C -1.038
7. C -0.319
8. C -0.130
9. P 2.105
10. C 0.537
11. C -0.224
12. C -0.846
13. C -0.612
14. C -0.663
15. C -0.830
16. C 0.119
17. C -0.828
18. C -0.576
19. C -0.702
20. C -1.122
21. C -0.217
22. C -1.159
23. C -0.046
24. C -0.493
25. C -0.881
26. C -0.324
27. C 0.610
28. P 2.107
29. C -0.123
30. C -0.398
31. C -0.820
32. C -0.451
33. C -0.644
34. C -0.565
35. C 0.804
36. C -0.246
37. C -0.755
38. C -0.565
39. C -0.805
40. C -0.367
41. H 0.514
42. H 0.376
43. H 0.434
44. H 0.379
45. H 0.498
46. H 0.410
47. H 0.366
48. H 0.435
49. H 0.276
50. H 0.284
51. H 0.426
52. H 0.369
53. H 0.422
54. H 0.706
55. H 0.575
56. H 0.390
57. H 0.425
58. H 0.324
59. H 0.523
60. H 0.381
61. H 0.375
62. H 0.388
63. H 0.423
64. H 0.300
65. H 0.409
66. H 0.359
67. H 0.471
68. H 0.123
69. F -1.053
70. C -1.289
71. C 0.722
72. C -0.711
73. C 0.225
74. Cl -0.266
75. C -0.972
76. C -0.390
77. C 0.791
78. O -0.469
79. C -1.104
80. C 1.474
81. O -0.643
82. O -0.704
83. H 0.388
84. H 0.279
85. H 0.296
86. H 0.335
87. H 0.414
88. H 0.376
89. H 0.372
90. H 0.470

***

Quick rundown of calculated total energy, same order as above: -177927.2187, -179505.1581, -133899.9654 eV
Quick rundown of ΔE to the lowest compared entry with this formula, charge and spin, same order as above: 0.0, 72.4, 34.5 kcal/mol